1.
{"formula": "C40H38CrN7O6PS2", "method": "the ωB97M-V functional and the def2-TZVPD basis", "total_charge": 1, "lumo_ev": [-5.1, -4.6], "multiplicity": 2, "relative_energy_kcal_mol": 12.94, "species": ["Cr", "S", "S", "P", "O", "O", "O", "O", "O", "O", "N", "N", "N", "N", "N", "N", "N", "C", "C", "C", "C", "C", "C", "C", "C", "C", "C", "C", "C", "C", "C", "C", "C", "C", "C", "C", "C", "C", "C", "C", "C", "C", "C", "C", "C", "C", "C", "C", "C", "C", "C", "C", "C", "C", "C", "C", "C", "H", "H", "H", "H", "H", "H", "H", "H", "H", "H", "H", "H", "H", "H", "H", "H", "H", "H", "H", "H", "H", "H", "H", "H", "H", "H", "H", "H", "H", "H", "H", "H", "H", "H", "H", "H", "H", "H"], "coordinates": [[-0.064, 0.403, -0.073], [3.809, 8.102, -3.191], [-0.629, 1.714, 2.242], [2.296, 0.034, -0.379], [0.173, -1.137, -1.216], [4.185, 8.475, -1.839], [-0.275, -2.524, -2.897], [0.751, -2.510, 3.211], [3.825, 9.124, -4.198], [4.193, 6.772, -3.596], [-1.928, 0.338, -1.670], [1.718, 6.680, -2.410], [-0.087, 4.239, 2.773], [1.048, 2.669, 4.011], [0.037, -1.190, 1.561], [-0.029, 2.292, -0.892], [1.216, 8.943, -2.729], [-2.626, -1.045, -3.502], [2.863, 2.344, 0.892], [-3.904, 0.869, -2.901], [2.540, -0.985, -4.328], [-3.726, -0.236, -3.726], [-0.811, 4.574, -0.799], [4.211, 2.053, -1.080], [-0.409, 7.491, -1.782], [2.492, -1.704, 1.888], [-1.908, -3.133, 0.549], [0.254, 5.034, -1.579], [1.134, 4.053, -2.057], [4.388, 4.061, 0.232], [4.532, -0.917, 0.854], [4.069, -2.421, -3.187], [3.431, 3.582, 1.114], [3.244, 1.577, -0.205], [4.778, 3.297, -0.856], [0.497, 6.434, -1.918], [5.302, -1.652, 1.733], [1.995, 7.896, -2.768], [1.042, -1.768, 2.132], [-2.989, 1.108, -1.892], [3.746, -1.819, -1.982], [0.179, 2.960, 3.041], [2.827, -0.773, -1.936], [-0.532, -1.561, -2.206], [0.005, 8.742, -2.229], [-3.162, -0.958, 0.965], [2.216, -0.382, -3.129], [4.672, -2.418, 2.700], [-1.753, -0.713, -2.475], [3.136, -0.948, 0.901], [-0.902, 3.236, -0.482], [3.295, -2.434, 2.781], [-0.648, -2.488, 3.418], [0.940, 2.736, -1.715], [3.473, -2.007, -4.365], [-2.359, -2.100, 1.577], [-1.167, -1.513, 2.351], [-1.499, -0.576, 2.817], [-4.751, 1.527, -3.016], [-1.038, -3.500, 3.278], [6.378, -1.624, 1.664], [-3.640, -0.365, 1.743], [-1.561, 5.262, -0.436], [-0.734, 4.462, 2.037], [4.781, -3.232, -3.205], [4.841, 5.026, 0.401], [3.714, -2.489, -5.299], [2.824, -3.018, 3.554], [5.254, -2.994, 3.400], [-3.936, -1.332, 0.302], [2.049, -0.666, -5.234], [-0.853, -2.164, 4.440], [4.517, 1.458, -1.928], [2.111, 1.940, 1.563], [-2.488, -0.306, 0.402], [1.435, 0.365, -3.127], [-2.753, -3.478, -0.039], [1.387, 3.375, 4.645], [5.020, -0.299, 0.114], [5.527, 3.683, -1.529], [1.242, 1.708, 4.234], [0.321, 4.990, 3.308], [-0.652, 9.602, -2.206], [-1.397, 7.361, -1.372], [-1.461, -4.000, 1.030], [1.603, 1.985, -2.114], [-2.414, -1.929, -4.086], [-1.720, 2.889, 0.140], [4.204, -2.193, -1.080], [-3.140, 1.944, -1.223], [-4.430, -0.467, -4.510], [-2.993, -2.598, 2.320], [3.132, 4.178, 1.966], [1.962, 4.352, -2.680], [-1.168, -2.703, -0.119]], "forces_ev_per_angstrom": [[-0.5, -1.6, -0.5], [-2.2, 0.1, 0.6], [-0.4, -1.2, -0.3], [1.0, 0.4, 0.0], [0.4, 0.8, 1.7], [0.8, 0.2, 0.1], [-0.1, 0.5, 0.6], [0.6, 0.1, -0.2], [0.5, 0.2, -0.2], [0.5, -0.3, -0.2], [0.7, -0.3, 0.0], [-1.3, -1.9, 0.7], [0.2, -0.3, 0.3], [-0.1, 0.2, 0.0], [0.6, 0.5, -0.6], [0.4, 0.6, 0.1], [-1.3, 1.0, 0.2], [0.2, 0.1, 0.2], [0.0, -0.1, 0.0], [0.1, -0.2, 0.0], [0.0, 0.1, -0.1], [0.1, 0.1, 0.2], [0.1, -0.1, -0.1], [-0.1, -0.1, 0.0], [0.0, -0.6, 0.1], [0.6, -0.1, 0.0], [-0.1, 0.2, 0.2], [0.0, -0.8, 0.1], [-0.3, 0.2, 0.1], [0.0, 0.1, 0.1], [-0.2, 0.1, 0.0], [0.0, 0.0, -0.1], [0.0, 0.0, 0.0], [-0.3, 0.0, 0.0], [0.1, 0.1, 0.0], [0.3, 1.6, -0.3], [-0.1, 0.0, 0.1], [2.9, 0.2, -1.0], [-0.5, 0.1, 0.2], [-0.3, 0.3, 0.1], [0.0, 0.1, 0.2], [0.3, 0.8, 0.0], [-0.3, 0.1, 0.0], [-0.8, -0.6, -1.6], [0.3, -0.1, -0.1], [0.2, -0.2, 0.2], [0.0, 0.1, 0.1], [0.0, 0.0, -0.1], [-0.1, -0.2, -0.2], [-0.4, -0.1, 0.2], [-0.4, 0.0, 0.1], [-0.1, 0.0, 0.0], [-0.7, 0.1, -0.1], [0.2, -0.2, -0.1], [0.0, 0.0, 0.1], [0.2, 0.2, -0.1], [-0.6, -0.1, 0.5], [0.1, -0.2, 0.0], [0.0, 0.1, 0.0], [0.1, 0.1, 0.0], [0.1, 0.0, 0.0], [0.0, 0.1, 0.0], [-0.1, 0.0, 0.1], [0.0, 0.0, 0.0], [0.1, -0.1, 0.1], [0.0, 0.1, -0.1], [0.0, 0.0, -0.1], [0.0, 0.0, 0.0], [0.1, -0.1, 0.1], [0.0, 0.1, -0.2], [-0.1, 0.0, -0.1], [0.1, 0.0, -0.1], [0.0, 0.0, -0.2], [0.0, 0.1, 0.1], [-0.3, 0.0, 0.0], [0.0, 0.1, 0.0], [-0.1, -0.1, -0.1], [0.1, 0.0, 0.0], [0.0, 0.0, 0.0], [0.1, 0.0, -0.1], [-0.1, 0.0, -0.1], [0.0, 0.1, -0.1], [-0.1, 0.0, 0.1], [-0.2, 0.0, 0.0], [0.1, -0.1, 0.0], [0.0, 0.2, 0.0], [0.0, 0.0, 0.0], [0.1, 0.1, -0.1], [0.0, 0.0, 0.0], [0.0, 0.1, 0.0], [-0.1, 0.0, -0.1], [0.1, 0.1, 0.0], [0.0, 0.0, 0.0], [0.1, 0.0, -0.1], [0.0, -0.1, -0.1]]}

***

2.
{"formula": "C40H38FInN10O", "method": "the ωB97M-V functional and the def2-TZVPD basis", "total_charge": 0, "lumo_ev": -0.8, "species": ["In", "F", "O", "N", "N", "N", "N", "N", "N", "N", "N", "N", "N", "C", "C", "C", "C", "C", "C", "C", "C", "C", "C", "C", "C", "C", "C", "C", "C", "C", "C", "C", "C", "C", "C", "C", "C", "C", "C", "C", "C", "C", "C", "C", "C", "C", "C", "C", "C", "C", "C", "C", "C", "H", "H", "H", "H", "H", "H", "H", "H", "H", "H", "H", "H", "H", "H", "H", "H", "H", "H", "H", "H", "H", "H", "H", "H", "H", "H", "H", "H", "H", "H", "H", "H", "H", "H", "H", "H", "H", "H"], "coordinates": [[-0.090, -0.664, -1.356], [-2.335, 0.595, -1.882], [0.364, 0.552, -3.117], [1.688, -2.053, -2.196], [-2.513, -3.053, -0.719], [2.658, 3.990, -5.392], [-1.853, -2.131, 1.350], [-0.493, 0.956, 0.083], [-1.271, -1.518, -3.075], [1.784, -0.224, -6.375], [0.962, 2.687, -2.665], [0.285, -2.042, 0.244], [2.669, -2.291, -0.003], [-2.308, 1.038, 2.473], [2.450, 1.426, 0.513], [-2.718, -2.171, 0.270], [2.456, 2.956, 0.392], [-2.173, 1.865, -1.395], [3.893, 0.978, 0.757], [-3.499, -3.252, -1.600], [-1.881, 4.379, -0.407], [2.246, 2.958, -5.077], [-0.134, -2.839, 3.818], [0.883, -3.155, 4.711], [-1.135, 3.339, 0.124], [3.031, -2.725, -4.066], [1.978, 0.902, 2.901], [-2.999, -0.040, 3.322], [2.567, -2.915, 2.986], [1.847, -2.319, -3.502], [4.016, -2.542, -1.909], [1.702, 1.709, -4.684], [-0.579, -2.217, 1.322], [-2.775, 4.163, -1.449], [-3.883, -1.383, 0.313], [-0.222, 0.872, 3.807], [2.214, -3.197, 4.301], [1.143, 0.806, 3.996], [-2.922, 2.876, -1.945], [1.549, -2.590, 2.112], [-4.860, -1.569, -0.637], [4.157, -2.787, -3.255], [-0.787, 0.953, 2.537], [1.013, 1.609, -3.467], [0.067, 0.995, 1.406], [0.224, -2.556, 2.515], [-1.249, 2.021, -0.359], [-4.688, -2.552, -1.609], [1.740, 0.633, -5.602], [1.573, -2.264, 0.669], [2.753, -2.244, -1.379], [1.473, 1.046, 1.614], [-2.799, 2.407, 2.970], [3.191, 3.274, -0.349], [-2.623, 0.908, 1.436], [-3.997, -0.657, 1.106], [2.986, -3.454, 5.017], [-2.545, 2.532, 4.025], [3.961, -0.089, 0.966], [-3.614, 2.653, -2.747], [-2.353, 3.230, 2.418], [2.122, 0.997, -0.443], [-4.077, -0.016, 3.137], [0.239, 2.716, -1.964], [-3.318, -4.031, -2.338], [-1.256, -2.525, -3.158], [1.487, 3.345, 0.104], [0.636, -3.371, 5.743], [0.984, -2.189, -4.141], [-2.620, -1.033, 3.090], [2.721, 3.389, 1.361], [-0.876, 0.835, 4.671], [3.081, -2.934, -5.123], [-5.762, -0.969, -0.612], [-1.760, 5.377, -0.003], [4.491, 1.194, -0.131], [4.842, -2.611, -1.217], [5.124, -3.039, -3.671], [-2.860, 0.151, 4.387], [-3.344, 4.981, -1.870], [-0.754, -1.078, -3.837], [3.596, -2.946, 2.651], [1.318, 3.565, -3.008], [-3.884, 2.476, 2.869], [-0.436, 3.526, 0.929], [-5.457, -2.769, -2.338], [1.555, 0.698, 4.993], [-2.228, -1.188, -3.108], [4.333, 1.536, 1.587], [-1.172, -2.813, 4.127], [3.049, 0.913, 3.060]], "forces_ev_per_angstrom": [[0.1, 0.2, 0.1], [-0.1, -0.1, 0.0], [0.3, -0.2, 0.1], [0.1, 0.4, 0.4], [0.0, 0.0, 0.2], [0.0, -0.1, 0.2], [0.4, -0.4, -0.1], [0.2, -0.5, -0.5], [0.2, 0.1, 0.2], [-0.1, -0.1, 0.1], [0.1, 0.2, 0.2], [-0.2, 0.0, 0.0], [0.2, 0.3, 0.0], [0.0, 0.0, 0.1], [0.0, -0.1, 0.0], [-0.1, 0.1, -0.3], [0.1, -0.1, -0.1], [0.0, 0.2, 0.1], [-0.1, -0.1, -0.1], [0.1, 0.0, 0.0], [-0.1, 0.0, 0.0], [0.0, 0.0, -0.2], [-0.2, 0.0, 0.0], [0.0, 0.0, 0.0], [0.0, -0.1, 0.0], [0.0, 0.1, -0.1], [0.0, 0.1, 0.0], [0.1, 0.1, 0.1], [0.1, 0.0, 0.0], [0.0, 0.1, -0.1], [0.0, 0.0, -0.1], [0.0, -0.1, 0.0], [-0.4, 0.0, -0.1], [0.1, 0.1, 0.1], [0.1, 0.1, 0.1], [0.0, 0.0, 0.1], [0.1, 0.0, 0.0], [0.0, 0.0, 0.1], [-0.1, 0.0, -0.1], [-0.2, 0.1, 0.0], [0.0, 0.0, 0.0], [0.0, 0.0, 0.2], [0.0, 0.0, -0.1], [-0.3, 0.2, -0.3], [0.1, 0.0, 0.2], [0.3, 0.1, 0.0], [0.1, 0.2, 0.2], [0.0, 0.1, 0.0], [0.1, -0.1, 0.0], [-0.1, -0.2, -0.1], [-0.2, -0.3, 0.0], [-0.3, -0.1, -0.2], [0.1, -0.1, -0.1], [0.0, 0.0, 0.0], [0.1, 0.0, 0.0], [0.0, -0.1, -0.1], [0.0, 0.0, 0.0], [0.0, 0.0, 0.0], [0.0, -0.1, 0.0], [0.1, 0.0, 0.0], [0.0, 0.1, 0.0], [0.0, 0.1, 0.0], [0.0, 0.0, 0.1], [0.0, 0.0, 0.1], [0.0, 0.1, 0.0], [0.0, -0.1, 0.0], [-0.1, 0.1, -0.1], [0.0, 0.0, 0.0], [0.0, 0.1, 0.0], [-0.1, 0.1, 0.0], [0.0, 0.0, -0.1], [0.0, 0.0, 0.0], [0.0, 0.1, 0.0], [0.0, 0.0, 0.0], [0.0, 0.0, 0.0], [0.0, 0.0, 0.0], [0.0, 0.0, 0.0], [0.0, 0.0, 0.0], [0.0, 0.0, 0.0], [0.0, 0.0, 0.0], [-0.2, 0.0, -0.1], [0.0, 0.0, 0.0], [0.0, 0.0, 0.1], [0.0, 0.0, 0.0], [0.0, 0.0, 0.0], [0.0, 0.0, 0.0], [0.0, 0.0, 0.0], [-0.1, -0.1, 0.1], [0.0, -0.1, -0.1], [0.1, 0.0, 0.0], [-0.1, 0.0, 0.0]]}